The following is a quantum chemistry calculation of C45H39BBrF15GeN7O3RbS4 as an isolated structure, from OMol25.

Summary:
charge	-2
gap between HOMO and LUMO	5.17	eV
lowest unoccupied orbital energy	0.0907	Ha
HOMO energy	-2.7	eV

CARTESIAN COORDINATES (ANGSTROEM)
Rb 2.116 -2.316 -1.917
Br 0.924 -2.801 -5.045
Ge 3.439 4.799 -3.041
S -0.868 1.091 0.670
S 1.717 -0.190 0.951
S -1.493 -0.804 -2.038
S 3.402 3.165 -1.587
F -0.397 3.280 -6.338
F 0.502 4.130 -3.926
F 4.329 7.613 -4.357
F 2.875 9.846 -4.567
F -0.451 8.143 -1.604
F 1.037 5.909 -1.247
F 5.752 3.143 -4.457
F 8.399 3.466 -4.484
F 7.952 6.618 -0.955
F 5.331 6.569 -1.122
F 9.530 5.110 -2.546
F 4.665 5.243 -6.041
F 1.368 2.684 -8.288
F 3.752 4.035 -8.425
F 0.451 10.046 -3.368
O 4.755 -3.674 -0.300
O 5.823 -4.471 -2.025
O 3.605 -4.822 -1.870
N -1.602 -0.408 2.464
N -1.975 -1.047 3.602
N -2.621 -1.417 0.365
N 4.785 -4.316 -1.368
N -0.590 -3.221 0.390
N -3.527 -1.954 1.236
N -0.225 -1.985 0.955
C 8.230 5.113 -2.766
C 1.393 4.058 -4.985
C -0.217 -5.575 0.048
C -6.833 -1.620 1.529
C 7.653 4.259 -3.720
C 0.506 -6.649 0.865
C -1.307 0.971 4.621
C -1.622 -0.395 4.662
C 3.013 4.045 -7.276
C 3.122 -2.553 2.543
C 2.422 8.857 -3.800
C 2.669 6.575 -2.893
C -4.882 -2.367 -0.706
C 1.023 -1.733 1.299
C 0.215 -4.235 0.619
C 1.845 -2.769 1.714
C 3.180 7.678 -3.633
C -5.741 -2.710 1.639
C 0.897 3.614 -6.200
C 5.430 4.885 -2.865
C 1.719 3.507 -7.298
C -3.022 -0.401 6.774
C 1.543 6.844 -2.089
C -1.045 1.684 3.485
C 1.188 8.947 -3.109
C 7.387 5.836 -1.909
C -1.730 -5.698 0.077
C -0.552 -0.918 6.903
C -5.313 -2.864 3.075
C 6.048 5.740 -1.972
C 6.278 4.133 -3.717
C 0.255 -5.630 -1.442
C 1.510 -3.993 1.157
C -1.173 0.883 2.368
C -6.302 -4.062 1.074
C 0.748 7.967 -2.221
C 3.511 4.451 -6.024
C -4.644 -2.301 0.678
C -4.165 -2.099 -3.086
C 2.754 4.367 -4.872
C -0.698 3.165 3.376
C -2.725 -1.407 -0.990
C -1.812 -1.070 6.023
C -2.093 -2.534 5.727
C -3.964 -1.952 -1.595
B -1.402 -0.932 1.065
H -0.109 -4.715 -1.954
H -0.897 3.515 2.371
H -2.955 -2.489 5.015
H -2.394 -3.095 6.655
H 0.226 -6.636 1.903
H -2.821 0.612 7.119
H -3.971 -0.338 6.155
H 1.345 -5.692 -1.509
H -1.233 3.679 4.130
H 3.940 -2.728 1.780
H -4.651 -3.068 -3.287
H -4.929 -1.890 3.444
H -6.848 -3.937 0.100
H 3.122 -3.293 3.335
H -3.302 -0.965 7.666
H 3.203 -1.560 2.884
H 0.388 3.198 3.493
H -1.285 -3.070 5.213
H -6.243 -3.174 3.568
H -7.662 -1.816 2.248
H -3.195 -2.174 -3.584
H -4.783 -1.279 -3.470
H -2.167 -4.816 -0.415
H -6.441 -0.616 1.740
H 0.155 -7.650 0.586
H -4.539 -3.599 3.183
H -7.264 -1.559 0.560
H -0.330 0.094 7.225
H -7.022 -4.566 1.754
H -2.049 -5.749 1.113
H 0.311 -1.288 6.388
H -0.216 -6.398 -2.011
H -0.672 -1.536 7.840
H -5.447 -4.725 0.959
H 2.241 -4.773 1.129
H 1.591 -6.649 0.700
H -5.845 -2.766 -1.054
H -1.267 1.542 5.607
H -2.045 -6.609 -0.450

Atom charges from the Löwdin analysis, given in e for atoms 1 to 8: 0.516 -0.689 0.565 0.894 0.648 0.666 0.046 0.112

The following is a quantum chemistry calculation of C45H39BrN6O7STi as an isolated structure, from OMol25.

Summary:
charge	-1
gap between HOMO and LUMO (spin up / spin down)	6.13 / 6.22	eV
lowest unoccupied orbital energy (spin up / spin down)	0.0822 / 0.0697	Ha
spin multiplicity	2
HOMO energy (spin up / spin down)	-3.9 / -4.3	eV

CARTESIAN COORDINATES (ANGSTROEM)
Br 3.280 4.306 -4.150
Ti -0.316 0.043 0.217
S 2.662 0.400 -1.868
O -0.206 1.320 -1.197
O 3.738 3.878 3.850
O 1.062 1.159 0.982
O -2.449 -2.664 -0.174
O -1.483 1.288 1.315
O -1.514 -1.126 1.109
O -1.994 2.594 -0.859
N 0.625 -1.311 -2.172
N 0.828 -1.286 1.737
N -2.302 -0.197 -1.257
N 0.526 -1.367 -0.833
N -3.251 -0.571 -5.914
N 1.435 -0.336 -4.065
C 0.172 3.621 3.522
C -0.204 -5.380 -2.545
C -1.302 2.312 2.001
C -3.444 0.224 -0.709
C -3.344 -4.865 3.375
C -3.398 -0.259 -3.383
C -2.517 3.184 2.232
C 1.786 -5.962 -1.342
C 0.784 -2.532 1.180
C -1.155 4.427 -2.756
C -2.199 -2.191 0.932
C 1.056 -3.538 3.349
C -2.280 -0.438 -2.550
C -2.550 -5.104 1.034
C 4.942 3.379 3.322
C -4.602 0.168 -2.796
C 1.775 -4.724 -0.729
C 1.414 3.979 3.960
C 0.661 -2.554 -0.239
C -0.679 5.384 -3.629
C 2.555 3.416 3.350
C -4.206 -4.803 5.737
C -0.318 3.415 -2.298
C 1.142 2.046 1.899
C 0.642 5.347 -4.041
C -0.893 2.374 -1.365
C 0.748 -3.814 -0.987
C -2.871 -0.622 3.398
C 0.851 -3.681 2.002
C -3.679 -4.134 4.502
C -2.872 -4.252 2.221
C -3.310 -0.452 -4.770
C -4.612 0.407 -1.440
C -3.508 -2.759 4.465
C -2.712 -2.861 2.195
C -0.011 2.676 2.495
C 1.036 -1.172 3.036
C 1.189 -2.252 3.889
C 1.011 3.365 -2.701
C 0.782 -6.302 -2.232
C 1.452 -0.436 -2.699
C 2.420 2.481 2.350
C 1.466 4.339 -3.566
C -0.220 -4.139 -1.937
C -3.024 -2.111 3.339
H 0.739 -4.662 1.566
H -5.119 -4.313 6.076
H 1.114 -4.406 3.991
H 1.021 6.088 -4.727
H -2.498 -6.154 1.317
H -4.420 -5.853 5.545
H -1.817 -0.354 3.316
H -3.316 -4.976 0.272
H 2.566 -4.445 -0.049
H -5.516 0.738 -0.949
H -1.002 -3.427 -2.147
H -3.394 -0.150 2.567
H 0.770 -7.283 -2.684
H -3.415 0.428 0.352
H 0.649 -0.701 -4.577
H 1.661 2.575 -2.340
H 1.097 -0.157 3.421
H -2.176 4.436 -2.407
H -1.334 6.160 -3.998
H 1.399 -2.109 4.937
H -3.269 -0.236 4.336
H -1.339 -0.803 -2.954
H -3.253 2.646 2.829
H 5.726 3.892 3.877
H 1.555 4.685 4.764
H -0.976 -5.641 -3.254
H -0.695 4.047 4.004
H 1.982 0.402 -4.474
H 5.033 2.299 3.472
H -3.459 -5.941 3.395
H -3.764 -2.177 5.340
H 5.044 3.602 2.256
H -2.940 3.358 1.243
H 2.572 -6.670 -1.114
H 3.266 2.020 1.863
H -2.289 4.134 2.699
H -3.471 -4.737 6.540
H -1.609 -4.799 0.583
H -5.485 0.306 -3.404

Atom charges from the Löwdin analysis, given in e for atoms 1 to 8: 0.693 1.044 0.570 -0.143 -0.085 -0.150 0.057 -0.090

Record-wise energy relative to the best compared isomer or geometry (same formula, charge and spin) values, in kcal per mole: 18.21; 35.92